[1]
This record from the Open Molecules 2025 dataset describes a 3-piece molecular cluster, C37H82N4O9P overall at a distorted geometry. The level of theory is wB97M-V/def2-TZVPD.

Each line ends with the Mulliken charge.
Cartesian coordinates (Å):
C 0.51 3.87 -3.07  -1.04
C -0.47 2.83 -2.51  -0.02
C 0.04 1.38 -2.62  -0.30
C -0.33 0.47 -1.43  -0.25
C -1.39 -0.60 -1.73  -1.13
C -1.24 -1.85 -0.88  0.82
C -1.96 -3.11 -1.42  -1.10
C -3.11 -3.62 -0.54  0.17
C -3.09 -5.13 -0.27  -1.50
C -2.51 -5.47 1.12  -0.17
C -0.98 -5.66 1.05  -1.29
C -0.19 -5.15 2.28  -0.45
C 0.67 -3.92 1.98  0.39
C 2.20 -3.93 2.26  -0.57
C 2.70 -4.85 3.37  -1.68
C 2.45 -4.36 4.81  -0.49
C 1.60 -5.32 5.64  -0.56
O 2.18 -6.61 5.71  -0.43
C 1.48 -7.65 5.05  -0.63
C 2.44 -2.39 2.42  -0.11
P 3.87 -1.69 3.33  0.90
O 3.58 -1.39 4.72  -0.65
O 5.06 -2.74 3.13  -0.53
O 4.31 -0.40 2.48  -0.46
C 1.13 -1.79 2.76  -0.94
N 1.03 -0.49 3.19  -0.16
N 0.18 -2.63 2.53  0.93
C -1.25 -2.39 2.73  -0.20
C -1.76 -2.81 4.12  -0.29
C -2.22 -1.60 4.94  -1.03
C -3.52 -1.00 4.39  -0.69
O -4.40 -2.02 3.98  -0.35
C -5.28 -1.63 2.96  -0.72
H 0.51 4.74 -2.41  0.30
H 1.53 3.50 -3.12  0.09
H 0.19 4.23 -4.05  0.30
H -1.40 2.90 -3.07  -0.10
H -0.71 3.07 -1.48  0.36
H 1.12 1.40 -2.77  -0.09
H -0.37 0.92 -3.53  0.42
H -0.70 1.12 -0.63  0.31
H 0.58 0.00 -1.04  0.07
H -2.37 -0.14 -1.58  0.23
H -1.33 -0.86 -2.79  0.55
H -0.17 -2.06 -0.85  0.20
H -1.54 -1.65 0.15  -0.67
H -2.36 -2.85 -2.40  0.57
H -1.23 -3.89 -1.61  0.48
H -4.05 -3.37 -1.03  0.56
H -3.13 -3.07 0.41  -0.33
H -2.43 -5.59 -1.01  0.49
H -4.08 -5.57 -0.39  0.42
H -2.96 -6.39 1.47  0.55
H -2.78 -4.70 1.85  0.07
H -0.59 -5.21 0.13  0.57
H -0.81 -6.73 0.95  0.31
H 0.43 -5.97 2.65  0.34
H -0.89 -4.95 3.08  0.40
H 0.59 -3.78 0.90  0.18
H 2.74 -4.18 1.35  0.63
H 2.26 -5.83 3.26  0.94
H 3.77 -4.99 3.22  0.54
H 1.90 -3.41 4.80  0.26
H 3.40 -4.22 5.32  0.40
H 0.58 -5.36 5.25  0.21
H 1.55 -4.93 6.65  0.38
H 0.40 -7.49 5.06  0.29
H 1.82 -7.77 4.02  0.26
H 1.68 -8.58 5.58  0.29
H 2.60 -2.03 1.39  1.00
H 5.40 -2.72 2.23  0.34
H 4.16 -0.49 1.54  0.35
H 1.17 -0.37 4.19  0.29
H 0.21 0.00 2.85  0.36
H -1.76 -2.91 1.93  -2.26
H -1.43 -1.33 2.57  1.50
H -1.01 -3.36 4.67  -0.02
H -2.63 -3.44 3.95  0.77
H -1.46 -0.82 4.88  0.18
H -2.35 -1.89 5.98  0.47
H -3.33 -0.31 3.56  0.39
H -4.00 -0.40 5.18  0.50
H -6.03 -0.92 3.31  0.31
H -4.74 -1.19 2.11  0.28
H -5.80 -2.52 2.60  0.25
C 7.28 3.82 -5.23  -0.73
O 7.77 3.02 -4.17  -0.35
C 8.38 3.77 -3.12  -0.81
C 7.56 3.66 -1.85  -0.18
N 6.29 4.37 -1.98  -0.28
C 5.35 4.15 -0.89  -0.93
C 4.81 2.74 -0.70  -0.35
O 3.96 2.30 -1.75  -0.17
C 4.62 1.70 -2.85  -0.87
H 6.96 3.14 -6.02  0.24
H 6.43 4.44 -4.93  0.31
H 8.07 4.47 -5.64  0.35
H 8.52 4.81 -3.40  0.41
H 9.36 3.33 -2.93  0.40
H 8.12 4.10 -1.02  0.39
H 7.42 2.59 -1.64  0.16
H 5.85 4.10 -2.85  0.06
H 4.50 4.82 -1.05  0.39
H 5.83 4.47 0.05  0.41
H 4.18 2.76 0.20  0.29
H 5.60 2.01 -0.51  0.35
H 5.53 1.18 -2.54  0.36
H 4.87 2.43 -3.62  0.22
H 3.94 0.98 -3.29  0.32
C -2.57 6.53 -4.03  -0.46
O -3.44 6.74 -2.93  -0.36
C -4.56 7.57 -3.21  -0.83
C -5.84 6.77 -3.13  -0.19
N -5.92 5.81 -4.22  -0.31
C -7.00 4.84 -4.09  -0.70
C -6.94 3.86 -2.93  -0.48
O -5.88 2.93 -3.00  -0.42
C -4.65 3.36 -2.46  -0.13
H -1.72 5.97 -3.67  -0.07
H -3.06 5.95 -4.83  0.32
H -2.22 7.48 -4.44  0.40
H -4.46 8.05 -4.19  0.40
H -4.58 8.36 -2.45  0.40
H -6.69 7.44 -3.18  0.41
H -5.85 6.28 -2.14  0.18
H -5.05 5.30 -4.28  0.04
H -7.02 4.25 -5.02  0.37
H -7.95 5.38 -4.04  0.40
H -7.86 3.26 -2.95  0.33
H -6.94 4.37 -1.96  0.34
H -4.79 4.05 -1.62  0.25
H -4.02 3.85 -3.21  0.08
H -4.11 2.48 -2.10  0.04

Values from the calculation:
Charge: +1
Energy in a.u.: -2696.23173



[2]
This record from the Open Molecules 2025 dataset describes C31H33ClGaN2O2Si2 as an isolated structure at a distorted geometry. The level of theory is wB97M-V/def2-TZVPD.

Each line ends with the Mulliken charge.
Cartesian coordinates (Å):
C -1.40 -0.59 5.28  -0.41
C -2.12 -0.10 4.10  -0.05
C -2.39 -1.27 3.27  -0.60
H -2.68 0.84 4.08  0.67
C -1.83 -2.39 3.89  -0.53
C -1.25 -2.00 5.13  -1.18
H -0.87 -2.67 5.90  0.57
H -1.32 -0.03 6.22  0.59
H -3.01 -1.25 2.37  0.46
H -1.91 -3.43 3.54  0.47
Ga -0.13 0.22 3.44  1.09
Si 0.35 0.13 0.93  -0.88
C -0.58 1.62 0.31  0.80
C 0.06 2.41 -0.65  -0.74
H 1.07 2.16 -0.97  0.41
C -0.57 3.53 -1.19  -0.61
H -0.05 4.12 -1.95  0.44
C -1.85 3.89 -0.77  -0.61
H -2.33 4.77 -1.21  0.41
C -2.48 3.12 0.20  -0.64
H -3.47 3.42 0.55  0.42
C -1.87 1.99 0.75  0.12
H -2.38 1.42 1.52  0.22
C -0.34 -1.45 0.25  1.38
C -1.45 -1.46 -0.62  -0.30
H -1.89 -0.52 -0.95  0.36
C -2.02 -2.67 -1.02  -0.76
H -2.89 -2.67 -1.67  0.43
C -1.50 -3.89 -0.58  -0.56
H -1.95 -4.83 -0.89  0.46
C -0.40 -3.89 0.28  -0.76
H 0.00 -4.83 0.65  0.46
C 0.17 -2.68 0.70  -0.58
H 1.00 -2.70 1.41  0.33
H 1.83 0.22 0.85  -0.18
Si 2.31 0.34 -3.79  0.39
C 1.59 -1.28 -4.34  0.48
C 0.74 -1.37 -5.46  -0.17
H 0.53 -0.48 -6.06  0.38
C 0.16 -2.59 -5.81  -0.61
H -0.53 -2.64 -6.66  0.39
C 0.46 -3.74 -5.08  -0.49
H -0.01 -4.70 -5.34  0.40
C 1.37 -3.68 -4.02  -0.52
H 1.63 -4.58 -3.47  0.40
C 1.95 -2.46 -3.67  -0.50
H 2.70 -2.42 -2.87  0.29
C 1.20 1.69 -4.40  0.40
C -0.14 1.72 -4.01  -0.21
H -0.52 0.98 -3.31  0.53
C -0.99 2.71 -4.50  -0.75
H -2.02 2.75 -4.14  0.42
C -0.53 3.66 -5.42  -0.48
H -1.20 4.43 -5.80  0.39
C 0.80 3.60 -5.85  -0.53
H 1.16 4.33 -6.58  0.39
C 1.67 2.63 -5.35  -0.41
H 2.70 2.57 -5.70  0.34
H 3.68 0.53 -4.34  -0.26
Cl 2.73 0.33 -1.77  -0.28
C 2.05 1.67 7.82  -0.87
O 1.29 2.21 6.68  -0.30
C 1.10 1.40 5.67  0.82
O 0.31 1.72 4.73  -0.66
N 1.75 0.23 5.68  -0.26
N 1.55 -0.65 4.55  -0.44
H 3.12 1.57 7.58  0.36
H 1.63 0.72 8.17  0.39
H 1.93 2.43 8.59  0.27
H 2.56 0.11 6.29  0.29
H 2.37 -0.67 3.94  0.38
H 1.36 -1.61 4.87  0.34

Values from the calculation:
Charge: +1
ΔE to the lowest compared entry with this formula, charge and spin in kJ/mol: 0.00
Energy in a.u.: -4424.86481



[3]
This record from the Open Molecules 2025 dataset describes a 2-piece molecular cluster, C5H4ClIN2O overall at a distorted geometry. The level of theory is wB97M-V/def2-TZVPD.

Each line ends with the Mulliken charge.
Cartesian coordinates (Å):
C 1.85 1.74 0.40  -0.16
C 2.57 0.55 0.26  -0.10
C 1.75 -0.41 -0.24  -0.35
C 2.03 -2.53 -0.49  0.58
C -0.77 -0.28 -0.73  -0.86
N 0.58 1.48 0.06  -0.86
N 0.54 0.19 -0.31  0.72
O 1.41 -2.96 -1.37  -0.33
Cl 2.92 -3.02 0.84  -0.01
I 4.58 0.28 0.17  0.10
H 2.19 2.72 0.92  0.33
H -0.60 -0.96 -1.49  0.39
H -1.24 -0.69 0.23  0.26
H -1.31 0.73 -0.98  0.28

Values from the calculation:
ΔE to the lowest compared entry with this formula, charge and spin in kJ/mol: 0.00
Energy in a.u.: -1135.43459



[4]
This record from the Open Molecules 2025 dataset describes one molecule with the formula C5H7NO. The level of theory is wB97M-V/def2-TZVPD.

Each line ends with the Mulliken charge.
Cartesian coordinates (Å):
O 1.81 -1.81 -1.15  -0.55
C 1.18 -1.88 -0.12  0.01
N 0.75 -0.81 0.61  -0.14
C 0.89 0.54 0.10  -0.70
C -0.31 0.96 -0.76  -0.56
C -1.56 0.95 0.01  -0.45
C -2.56 0.92 0.69  0.16
H 0.91 -2.85 0.35  0.35
H 0.07 -0.97 1.34  0.27
H 1.80 0.56 -0.51  0.33
H 1.01 1.22 0.94  0.32
H -0.14 1.97 -1.17  0.29
H -0.40 0.28 -1.61  0.27
H -3.45 0.91 1.27  0.40

Values from the calculation:
ΔE to the lowest compared entry with this formula, charge and spin in kJ/mol: 162.12
Energy in a.u.: -324.66272
SMILES: C#CCCNC=O



[5]
This record from the Open Molecules 2025 dataset describes one molecule with the formula CH2F2OSi at a distorted geometry. The level of theory is wB97M-V/def2-TZVPD.

Each line ends with the Mulliken charge.
Cartesian coordinates (Å):
C 0.05 0.75 -0.48  0.11
O -0.64 0.24 0.53  -0.10
F 1.29 0.19 -0.33  -0.28
F 0.09 -2.19 0.71  -0.24
Si -0.64 -1.04 1.56  0.18
H -0.15 0.19 -1.52  0.13
H 0.00 1.87 -0.47  0.20

Values from the calculation:
ΔE to the lowest compared entry with this formula, charge and spin in kJ/mol: 44.15
Energy in a.u.: -603.81400



[6]
This record from the Open Molecules 2025 dataset describes C16H16Cl3F5O2Os as an isolated structure at a distorted geometry. The level of theory is wB97M-V/def2-TZVPD.

Each line ends with the Mulliken charge.
Cartesian coordinates (Å):
C -0.92 0.83 -2.43  1.16
C -1.76 -0.35 -2.39  -0.71
C -0.93 -1.47 -2.03  1.42
C -3.25 -0.40 -2.65  -1.35
C 0.42 -0.99 -1.83  -0.27
C 0.44 0.43 -2.09  0.42
C 1.67 1.27 -2.14  -1.42
C -1.37 2.21 -2.82  -1.60
C -1.38 -2.90 -1.93  -1.52
C 1.60 -1.85 -1.52  -1.57
Os -0.92 0.04 -0.46  1.50
Cl -3.13 0.14 0.42  -0.55
Cl -0.46 2.10 0.33  -0.29
Cl -0.41 -1.51 1.24  -0.52
H -3.71 0.55 -2.35  0.30
H -3.69 -1.20 -2.03  0.33
H -3.47 -0.60 -3.71  0.33
H -2.25 -2.99 -1.26  0.35
H -0.56 -3.52 -1.55  0.35
H -1.66 -3.26 -2.93  0.31
H 1.34 -2.60 -0.77  0.35
H 2.42 -1.24 -1.13  0.40
H 1.94 -2.37 -2.42  0.24
H 2.45 0.78 -1.56  0.39
H 1.53 2.26 -1.69  0.38
H 2.01 1.37 -3.17  0.24
H -2.26 2.49 -2.24  0.38
H -1.63 2.21 -3.88  0.33
H -0.58 2.93 -2.63  0.38
O 2.41 3.35 -0.54  -0.89
H 2.87 3.76 0.22  0.11
F 0.86 -0.08 7.20  -0.38
C 0.93 -0.02 5.86  0.53
C 0.24 0.94 5.13  -0.02
F -0.68 1.71 5.77  -0.33
C 0.45 1.03 3.78  0.52
F -0.44 1.79 3.13  -0.31
C 1.53 0.33 3.09  -0.04
O 2.04 0.65 2.00  -0.64
C 1.95 -0.85 3.83  0.34
F 2.58 -1.84 3.16  -0.38
C 1.70 -0.98 5.17  0.06
F 2.09 -2.10 5.81  -0.33

Values from the calculation:
2S+1: 5
Charge: -2
ΔE to the lowest compared entry with this formula, charge and spin in kJ/mol: 360.00
Energy in a.u.: -2740.21913



[7]
This record from the Open Molecules 2025 dataset describes C7H19N2OPPd as an isolated structure at a distorted geometry. The level of theory is wB97M-V/def2-TZVPD.

Each line ends with the Mulliken charge.
Cartesian coordinates (Å):
Pd -0.05 0.15 -0.37  -0.64
H 0.80 -1.26 0.22  0.10
H 0.79 -1.38 -0.68  0.18
P 0.14 0.09 -2.83  1.02
C -1.38 -0.33 -3.70  -1.28
H -1.24 -0.22 -4.78  0.41
H -1.67 -1.37 -3.48  0.37
H -2.19 0.33 -3.37  0.38
C 0.56 1.75 -3.42  -1.18
H 1.52 2.06 -2.99  0.37
H 0.62 1.76 -4.51  0.40
H -0.21 2.46 -3.08  0.38
C 1.41 -0.97 -3.59  -1.20
H 1.18 -2.03 -3.39  0.39
H 1.44 -0.81 -4.67  0.41
H 2.39 -0.75 -3.17  0.37
C -1.78 -0.79 -0.35  0.34
O -2.84 -1.22 -0.26  -0.13
H 1.53 0.77 -0.53  0.15
H -0.66 1.65 -0.68  0.10
C -1.06 0.68 4.96  -0.71
N -0.04 0.00 4.17  0.12
C 1.06 -0.68 4.92  -0.68
C -0.12 0.02 2.89  0.12
N -0.22 0.09 1.74  0.09
H -0.87 0.56 6.05  0.32
H -2.04 0.25 4.76  0.37
H -1.07 1.75 4.75  0.37
H 1.07 -1.75 4.71  0.37
H 2.03 -0.24 4.70  0.37
H 0.90 -0.57 6.00  0.30

Values from the calculation:
2S+1: 5
Charge: +2
Energy in a.u.: -931.10543



[8]
This record from the Open Molecules 2025 dataset describes C21H58AgF6NO18S2V as an isolated structure at a distorted geometry. The level of theory is wB97M-V/def2-TZVPD.

Each line ends with the Mulliken charge.
Cartesian coordinates (Å):
V -3.46 1.64 0.85  0.82
N -4.01 -1.32 -2.03  0.14
H -4.07 -1.97 -1.26  0.31
H -4.43 -0.45 -1.73  0.34
H -4.48 -1.63 -2.87  0.45
H -3.04 -1.12 -2.23  -0.23
Ag -0.23 -0.57 -0.04  0.47
C -3.68 -2.65 3.08  0.50
F -3.13 -2.05 4.09  -0.20
F -3.35 -3.96 3.15  -0.19
F -4.97 -2.50 3.20  -0.19
S -3.04 -1.81 1.43  0.69
O -1.57 -1.90 1.43  -0.40
O -3.63 -2.60 0.32  -0.95
O -3.60 -0.49 1.45  -0.68
C -2.77 6.38 1.49  0.42
F -4.09 6.47 1.36  -0.18
F -2.11 7.48 1.07  -0.17
F -2.51 6.05 2.80  -0.20
S -2.19 4.91 0.27  1.03
O -2.93 5.20 -1.01  -0.62
O -0.71 5.08 0.11  -0.87
O -2.59 3.64 0.91  -0.49
C -1.56 1.46 -1.60  0.69
O -2.12 2.41 -2.23  -0.83
O -0.64 0.81 -2.14  -1.31
O -2.00 1.09 -0.53  -0.09
C 2.47 2.90 -1.73  -0.24
C 2.03 4.31 -2.05  -0.64
O 0.67 4.35 -2.37  -0.45
H 2.62 2.38 -2.67  0.40
H 1.71 2.41 -1.13  -0.18
H 3.35 2.95 -1.09  0.34
H 2.52 4.73 -2.92  0.37
H 2.25 4.92 -1.18  0.16
H 0.22 4.36 -1.53  0.23
C 4.33 -4.69 -0.79  -1.10
C 3.63 -4.69 0.57  -0.23
O 2.72 -3.53 0.62  -0.44
H 4.77 -5.65 -1.06  0.41
H 5.15 -3.98 -0.77  0.28
H 3.61 -4.38 -1.55  0.19
H 4.34 -4.58 1.39  0.29
H 3.05 -5.61 0.56  0.35
H 2.05 -3.52 1.30  0.23
C -1.18 -0.50 -5.78  -0.51
C -2.22 0.55 -5.91  -0.32
O -1.63 1.81 -6.04  -0.51
H -0.64 -0.29 -4.87  -0.20
H -0.56 -0.38 -6.67  0.39
H -1.61 -1.50 -5.65  0.33
H -2.97 0.59 -5.12  0.22
H -2.81 0.24 -6.77  0.43
H -2.34 2.41 -6.29  0.29
C 3.90 -0.35 -1.41  -0.97
C 2.80 -1.23 -1.99  -0.36
O 1.82 -1.42 -1.00  1.32
H 3.47 0.55 -0.97  -0.05
H 4.62 -0.11 -2.19  0.44
H 4.39 -0.79 -0.54  0.25
H 3.20 -2.14 -2.43  0.39
H 2.29 -0.61 -2.73  0.18
H 2.02 -2.23 -0.52  -0.37
C -0.51 -5.21 1.38  -1.03
C 0.35 -4.61 2.43  -0.38
O 0.56 -3.21 2.27  -0.62
H -0.70 -6.25 1.62  0.50
H -0.09 -5.20 0.38  0.17
H -1.51 -4.77 1.31  0.17
H 1.28 -5.15 2.60  0.51
H -0.21 -4.83 3.34  0.41
H -0.33 -2.88 2.08  0.09
C -1.72 -3.91 -2.75  -1.23
C -0.76 -2.76 -2.96  0.29
O -1.26 -1.72 -2.10  0.53
H -2.71 -3.67 -3.13  0.26
H -1.73 -4.11 -1.68  0.16
H -1.47 -4.77 -3.37  0.45
H -0.68 -2.31 -3.95  0.14
H 0.24 -2.99 -2.60  -0.25
H -0.92 -0.86 -2.36  -0.01
C -1.49 2.24 4.69  -1.20
C -1.87 0.98 3.88  -0.45
O -1.76 1.20 2.51  1.00
H -2.06 3.12 4.44  0.30
H -0.46 2.60 4.59  0.06
H -1.66 2.03 5.75  0.42
H -2.94 0.85 4.03  0.43
H -1.31 0.12 4.26  0.30
H -0.89 0.87 2.27  -0.32
C 2.65 3.82 3.39  -0.97
C 2.11 4.49 2.14  -0.48
O 1.40 3.56 1.40  -0.05
H 3.28 2.99 3.07  0.17
H 1.84 3.69 4.11  0.11
H 3.25 4.68 3.71  0.47
H 2.92 5.04 1.66  0.38
H 1.49 5.32 2.48  0.37
H 0.79 4.03 0.82  -0.13
C 3.06 -0.04 2.38  -0.91
C 1.64 0.26 2.79  -0.21
O 0.92 0.88 1.74  0.88
H 3.58 -0.48 3.23  0.51
H 3.55 0.87 2.05  0.21
H 3.01 -0.75 1.55  -0.17
H 1.63 0.86 3.71  0.31
H 1.11 -0.65 3.03  0.22
H 1.26 1.78 1.75  -0.48

Values from the calculation:
2S+1: 4
Energy in a.u.: -4730.47375